{
  "formula": "C33H21F15GeN4ORhS",
  "method": "ωB97M-V with the def2-TZVPD basis set",
  "elements": ["S", "C", "C", "C", "H", "F", "C", "C", "C", "C", "F", "C", "O", "C", "C", "F", "H", "F", "C", "C", "F", "C", "C", "C", "H", "C", "H", "H", "F", "Ge", "F", "H", "N", "F", "F", "C", "C", "H", "F", "H", "H", "H", "C", "Rh", "N", "H", "N", "H", "H", "F", "C", "H", "H", "F", "F", "C", "F", "C", "F", "C", "C", "C", "C", "C", "H", "C", "C", "H", "N", "C", "H", "H", "H", "H", "C", "C", "C"],
  "coordinates": [[-19.721, -4.352, -8.523], [-19.982, -0.919, -6.505], [-20.772, -1.062, -11.840], [-24.413, -2.992, -7.712], [-15.451, -6.278, -7.735], [-20.257, 0.067, -4.451], [-24.471, -3.624, -9.994], [-19.884, -0.891, -7.910], [-19.781, 1.562, -7.778], [-18.750, -8.801, -8.234], [-21.485, -0.064, -13.798], [-18.082, -8.842, -5.924], [-11.809, -5.609, -9.301], [-23.073, -2.658, -7.849], [-15.192, -5.244, -7.981], [-21.978, -0.737, -11.257], [-19.041, -4.027, -2.326], [-19.985, -2.114, -5.837], [-14.862, -2.709, -8.971], [-16.109, -3.180, -8.553], [-25.078, -4.125, -11.098], [-20.504, -0.642, -13.127], [-19.866, -1.779, -11.059], [-25.134, -3.434, -8.819], [-18.737, -6.879, -9.214], [-19.963, 1.443, -6.405], [-16.912, -4.272, -3.357], [-20.486, -5.265, -3.561], [-20.077, 2.556, -5.615], [-20.380, -2.355, -9.175], [-22.466, -2.180, -6.692], [-17.830, -9.273, -4.948], [-16.244, -4.390, -8.011], [-25.015, -2.769, -6.550], [-17.557, -1.919, -10.613], [-17.596, -3.504, -3.757], [-18.545, -1.704, -11.522], [-17.065, -2.715, -8.795], [-19.042, 0.481, -9.728], [-12.714, -3.133, -9.005], [-13.362, -6.906, -6.960], [-12.158, -7.578, -7.990], [-18.492, -9.516, -7.071], [-18.073, -4.748, -6.816], [-17.342, -3.331, -5.230], [-14.890, -1.669, -9.342], [-19.899, -4.730, -5.588], [-16.368, -3.132, -5.424], [-20.277, -3.831, -5.773], [-26.477, -3.666, -8.653], [-13.904, -4.823, -8.382], [-18.706, -10.587, -7.054], [-17.358, -2.597, -3.242], [-19.546, 2.787, -8.258], [-17.041, -1.479, -13.370], [-19.013, -3.780, -3.393], [-19.034, -0.587, -14.940], [-18.184, -6.703, -7.116], [-22.439, -3.588, -11.283], [-19.612, 0.380, -8.475], [-23.090, -3.337, -10.134], [-17.979, -7.440, -5.975], [-12.784, -5.780, -8.563], [-18.262, -1.388, -12.851], [-19.571, -2.860, -3.492], [-13.744, -3.505, -8.804], [-19.241, -0.861, -13.650], [-20.564, -5.447, -5.968], [-12.921, -6.921, -7.840], [-22.362, -2.889, -9.016], [-17.951, -2.552, -5.600], [-19.137, -9.323, -9.101], [-18.845, -5.730, -3.989], [-17.716, -6.965, -5.054], [-20.042, 0.214, -5.766], [-19.605, -4.957, -4.127], [-18.500, -7.432, -8.288]],
  "lowdin_charge": [0.40, -0.21, -0.20, -0.15, 0.12, 0.13, -0.11, -0.11, -0.13, -0.08, 0.16, -0.07, 0.07, -0.18, -0.03, 0.07, 0.14, 0.00, -0.02, -0.14, 0.12, -0.14, -0.12, -0.09, 0.07, -0.07, 0.13, 0.12, 0.12, 0.80, 0.05, 0.11, -0.08, 0.14, 0.05, -0.22, -0.19, 0.07, 0.08, 0.15, 0.09, 0.13, -0.08, 1.00, -0.04, 0.13, -0.09, 0.09, 0.01, 0.12, -0.11, 0.11, 0.11, 0.15, 0.14, -0.21, 0.15, -0.37, 0.10, -0.17, -0.20, -0.18, -0.49, -0.14, 0.11, 0.02, -0.12, 0.12, 0.17, -0.16, 0.09, 0.11, 0.09, 0.06, -0.14, -0.20, -0.14],
  "energy_ha": -5647.5862,
  "total_charge": 1,
  "lumo_energy_ev": [-3.1, -5.5],
  "de_lowest_ev": 0.0000,
  "spin_multiplicity": 5,
  "orbital_gap_ev": [6.95, 5.97]
}